--- A ---
The following is a quantum chemistry calculation of one molecule with the formula C6H10N2O2, from the OMol25 dataset.

Last column: Löwdin charge in e.
Positions of all 20 atoms, in Å:
C: -1.627 0.962 0.296  -0.12
C: 0.835 0.773 0.869  -0.34
C: -0.581 0.963 1.385  -0.09
C: 1.129 -0.474 0.042  -0.28
C: 0.317 -1.608 0.518  -0.30
C: 1.041 -0.289 -1.472  -0.05
N: 1.742 1.561 1.150  0.17
N: -1.675 0.020 -0.526  -0.05
O: -2.679 -0.066 -1.431  -0.01
O: 0.038 -1.864 1.640  0.08
H: -2.169 1.868 0.317  0.11
H: -0.748 1.895 1.934  0.12
H: -0.876 0.022 1.900  0.12
H: 2.170 -0.826 0.190  0.16
H: 0.094 -2.367 -0.271  0.13
H: 1.608 -1.090 -1.941  0.08
H: 1.224 0.651 -1.834  0.06
H: 0.097 -0.750 -1.838  0.07
H: 2.647 1.603 0.776  0.04
H: -2.588 -0.984 -1.704  0.10

Output
* structure (SMILES): [H]/N=C(/C/C=N/O)[C@H](C)C=O
* E_LUMO: 0.7 eV
* highest occupied orbital energy: -9.150 eV
* 2S+1: 1
* orbital gap: 9.887 eV

--- B ---
The following is a quantum chemistry calculation of one molecule with the formula C6H10N2O2, from the OMol25 dataset.

Last column: Löwdin charge in e.
Positions of all 20 atoms, in Å:
N: -0.468 1.895 -0.469  0.05
C: -0.384 0.684 0.340  -0.27
C: -1.766 -0.062 0.354  -0.34
O: -2.504 0.316 -0.782  -0.04
C: -1.423 -1.558 0.295  -0.12
C: -0.007 -1.591 -0.194  0.00
C: 0.564 -0.379 -0.188  -0.13
C: 1.994 -0.147 -0.528  -0.51
N: 2.814 0.209 0.482  0.14
H: -0.455 2.746 0.079  0.09
H: 0.240 1.958 -1.191  0.09
H: -0.110 0.945 1.376  0.15
H: -2.330 0.191 1.266  0.14
H: -2.026 1.099 -1.123  0.07
H: -1.482 -2.023 1.293  0.12
H: -2.118 -2.108 -0.354  0.12
H: 0.530 -2.513 -0.419  0.13
O: 2.510 -0.519 -1.589  0.06
H: 2.670 1.109 0.919  0.10
H: 3.753 -0.249 0.433  0.14

Output
* structure (SMILES): NC(=O)C1=CC[C@H](O)[C@@H]1N
* E_LUMO: 0.5 eV
* highest occupied orbital energy: -9.299 eV
* 2S+1: 1
* orbital gap: 9.824 eV

--- C ---
The following is a quantum chemistry calculation of a 2-piece molecular cluster, C6H10N2O2 overall, from the OMol25 dataset.

Last column: Löwdin charge in e.
Positions of all 20 atoms, in Å:
N: 1.545 1.768 -0.372  0.07
C: 1.716 0.380 -0.761  -0.34
C: 0.922 -0.568 0.078  -0.14
N: 0.474 -1.573 0.496  0.16
C: 1.427 0.149 -2.268  -0.28
C: -0.001 0.568 -2.662  -0.24
O: -0.298 0.258 -4.000  -0.04
C: 2.412 0.845 -3.105  -0.10
C: 3.175 1.425 -3.845  0.14
H: 0.579 2.017 -0.187  0.08
H: 2.100 2.006 0.443  0.09
H: 2.768 0.111 -0.592  0.16
H: 1.525 -0.930 -2.463  0.16
H: -0.718 0.015 -2.041  0.13
H: -0.137 1.645 -2.468  0.13
H: 0.212 0.831 -4.582  0.09
H: 3.874 1.842 -4.548  0.04
O: -1.072 0.061 1.929  -0.16
H: -0.902 -0.983 1.769  0.08
H: -1.318 0.505 1.096  0.01

Output
* structure (SMILES): C#C[C@H](CO)[C@@H](N)C#N.O
* E_LUMO: 0.5 eV
* highest occupied orbital energy: -10.305 eV
* 2S+1: 1
* orbital gap: 10.783 eV

The calculated energies rank the structures as follows, beginning with the most stable: B, C, A.

--- A ---
The following is a quantum chemistry calculation of C3H12NO3 as an isolated structure, from the OMol25 dataset.

Last column: Löwdin charge in e.
Positions of all 19 atoms, in Å:
C: 1.002 0.053 -1.759  -0.32
N: 1.243 -0.248 -0.351  -0.08
C: 0.935 0.885 0.595  -0.32
O: -0.050 0.390 1.525  -0.33
C: -0.451 0.606 -2.037  -0.11
H: 1.335 -0.898 -2.293  0.10
H: 1.595 0.784 -2.344  0.08
H: 0.814 -1.094 -0.048  0.07
H: 1.724 1.251 1.403  0.12
H: 0.507 1.635 0.045  0.05
H: -0.477 1.687 -2.205  0.05
H: -0.956 0.145 -2.897  0.04
H: -1.051 0.150 -1.052  0.13
H: 0.718 -1.887 2.645  0.07
H: -0.475 -1.805 1.781  0.06
O: 0.099 -2.583 2.191  -0.20
H: -1.276 0.196 1.239  -0.05
H: -2.806 0.503 2.198  -0.06
O: -2.429 0.231 1.363  -0.29

Output
* E_LUMO: 4.0 eV
* highest occupied orbital energy: -3.974 eV
* 2S+1: 1
* net charge: -1
* orbital gap: 7.965 eV

--- B ---
The following is a quantum chemistry calculation of a 3-piece molecular cluster, C3H12NO3 overall, from the OMol25 dataset.

Last column: Löwdin charge in e.
Positions of all 19 atoms, in Å:
C: 0.852 0.578 1.789  -0.31
C: 0.200 1.513 0.774  -0.22
C: 0.035 0.916 -0.654  -0.40
O: -0.275 -0.420 -0.665  -0.34
N: -0.009 -0.547 2.176  -0.03
H: 1.039 1.172 2.688  0.09
H: 1.727 0.119 1.347  0.10
H: -0.827 1.720 1.120  0.09
H: 0.602 2.529 0.640  0.09
H: 0.974 1.139 -1.201  0.09
H: -0.760 1.516 -1.143  0.10
H: -0.425 -0.858 1.287  0.05
H: -0.790 -0.204 2.733  0.04
H: -1.635 -0.978 -1.254  -0.02
H: -2.256 -1.993 -2.328  0.00
O: -2.497 -1.395 -1.608  -0.16
H: 2.127 -1.604 -1.911  0.00
H: 0.671 -1.318 -1.586  -0.02
O: 1.248 -1.885 -2.203  -0.15

Output
* E_LUMO: 4.0 eV
* highest occupied orbital energy: -4.213 eV
* 2S+1: 1
* net charge: -1
* orbital gap: 8.232 eV

--- C ---
The following is a quantum chemistry calculation of a 3-piece molecular cluster, C3H12NO3 overall, from the OMol25 dataset.

Last column: Löwdin charge in e.
Positions of all 19 atoms, in Å:
C: -1.515 -1.268 0.190  -0.34
N: -1.227 0.068 0.624  -0.09
C: 0.114 0.229 1.371  -0.40
O: 0.745 1.235 0.727  -0.31
C: -0.349 -2.064 -0.452  -0.14
H: -2.287 -1.330 -0.576  0.09
H: -1.742 -1.880 1.128  0.11
H: -1.169 0.679 -0.203  0.09
H: -0.379 0.487 2.293  0.08
H: 0.823 -0.730 1.327  0.13
H: 0.005 -2.835 0.303  0.08
H: -0.605 -2.622 -1.351  0.04
H: 0.409 -1.459 -0.876  0.04
H: 0.098 2.870 -0.148  0.01
H: 0.127 2.444 -1.363  0.01
O: -0.243 3.270 -0.990  -0.14
H: 1.658 0.788 -0.283  -0.01
H: 3.034 1.442 -0.746  -0.02
O: 2.501 0.676 -0.977  -0.23

Output
* E_LUMO: 4.1 eV
* highest occupied orbital energy: -4.056 eV
* 2S+1: 1
* net charge: -1
* orbital gap: 8.114 eV

The calculated energies rank the structures as follows, beginning with the most stable: B, C, A.

--- A ---
The following is a quantum chemistry calculation of one molecule with the formula C3H4FN3O, from the OMol25 dataset.

Last column: Löwdin charge in e.
Positions of all 12 atoms, in Å:
C: 0.839 -1.766 -0.659  -0.02
C: 0.365 -0.391 -0.317  -0.28
C: -0.635 0.005 0.553  -0.24
H: 0.301 -2.505 -0.090  0.07
H: 0.735 -1.934 -1.716  0.07
H: 1.887 -1.840 -0.374  0.08
H: -1.126 3.046 0.850  0.14
N: 0.888 0.737 -0.854  0.05
N: 0.281 1.794 -0.367  0.04
N: -0.634 1.343 0.477  -0.17
O: -1.445 2.167 1.162  0.09
F: -1.456 -0.656 1.334  0.15

Output
* structure (SMILES): Cc1nnn(O)c1F
* E_LUMO: 0.7 eV
* highest occupied orbital energy: -9.625 eV
* 2S+1: 1
* orbital gap: 10.345 eV

--- B ---
The following is a quantum chemistry calculation of a 2-piece molecular cluster, C3H4FN3O overall, from the OMol25 dataset.

Last column: Löwdin charge in e.
Positions of all 12 atoms, in Å:
C: 0.320 0.614 2.148  -0.16
C: 0.478 0.749 -0.037  -0.56
C: -0.570 -1.391 -2.006  -0.02
N: 1.547 0.313 1.798  0.01
N: 1.653 0.384 0.496  0.09
N: -0.415 0.893 1.049  0.15
O: 0.162 0.895 -1.222  0.07
F: -0.563 -1.179 -3.292  0.01
H: -0.046 0.630 3.155  0.12
H: -1.528 -1.321 -1.523  0.07
H: 0.347 -1.755 -1.578  0.07
H: -1.383 1.168 1.012  0.15

Output
* E_LUMO (alpha / beta): 0.5 / -2.3 eV
* highest occupied orbital energy (alpha / beta): -9.301 / -7.925 eV
* 2S+1: 1
* orbital gap (alpha / beta): 9.758 / 5.657 eV

--- C ---
The following is a quantum chemistry calculation of C3H4FN3O as an isolated structure, from the OMol25 dataset.

Last column: Löwdin charge in e.
Positions of all 12 atoms, in Å:
C: 0.217 0.139 -1.003  -0.41
C: -0.533 -0.115 0.992  -0.42
C: 0.614 -0.464 0.249  -0.18
H: 0.680 1.487 -2.886  0.21
H: 1.942 -0.066 -2.815  0.20
H: -0.415 -1.081 2.913  0.16
H: -1.666 0.288 2.683  0.14
N: 0.970 0.432 -2.189  -0.04
N: -1.010 0.569 -1.027  0.10
N: -1.015 -0.440 2.236  0.10
O: -1.454 0.438 0.332  0.03
F: 1.669 -1.187 0.516  0.10

Output
* E_LUMO: 0.6 eV
* highest occupied orbital energy: -8.270 eV
* 2S+1: 1
* orbital gap: 8.844 eV

The calculated energies rank the structures as follows, beginning with the most stable: A, B, C.